No. 1
Density functional theory data (ωB97M-V/def2-TZVPD) for C37H62Br2N3O10P2RbS2Si2 as an isolated structure.

Structure (XYZ):
```
121
Properties=species:S:1:pos:R:3:forces:R:3:lowdin_charge:R:1
H -0.9864 5.6985 -1.7396 0.003 0.010 0.003 0.13
O -1.9961 3.8942 -1.5909 -0.067 0.033 -0.015 -0.19
C -3.0743 -6.9497 -4.2340 -0.033 0.005 0.024 -0.17
N -4.2132 -1.0355 -3.1470 -0.075 0.047 0.015 0.00
C 5.6034 -1.6012 -2.5542 0.065 -0.016 -0.018 -0.72
H -1.7282 -2.3551 0.9314 -0.004 -0.008 0.012 -0.01
H 1.5023 1.4131 -4.6886 0.012 -0.006 0.012 0.09
H -5.0033 2.0742 0.5096 -0.009 0.003 0.002 0.09
C -3.4684 1.5407 2.7209 0.010 0.029 -0.019 -0.04
Br 7.2249 -2.0916 -3.4729 -0.009 0.003 0.005 0.60
H -0.1986 -8.0161 4.6748 0.003 -0.003 -0.001 0.09
H -3.8554 -1.9483 -3.4425 0.024 0.002 0.004 -0.04
H 0.3944 5.2816 4.1688 -0.008 -0.002 0.006 0.14
H -1.3881 6.8380 3.4744 0.008 0.011 0.002 0.08
H 1.1917 -2.1612 3.9611 -0.005 0.001 0.004 0.03
H -2.4959 6.5888 -3.5130 -0.002 -0.001 -0.005 0.09
C 2.1588 -4.5123 -0.7691 -0.015 0.003 0.011 -0.18
H 6.6488 -0.9723 -0.8443 -0.002 -0.003 0.011 0.07
H 2.8342 -5.3380 -1.0099 0.003 0.005 -0.007 0.03
H 1.9886 4.4509 -4.3287 0.002 0.002 -0.001 0.09
C 3.1951 0.0595 2.6766 -0.017 0.003 0.018 -0.24
H -0.5130 2.7244 -4.0465 0.006 -0.002 0.011 0.14
N 3.2112 -0.0168 1.3539 0.003 0.028 -0.049 -0.04
Br 7.1043 -0.2398 3.9716 -0.009 0.000 -0.002 0.59
H 4.3143 -2.1831 -4.2510 0.005 -0.004 0.000 0.06
C -0.4870 4.9008 3.6494 -0.027 -0.009 0.027 -0.43
H -0.3585 6.4070 2.1044 -0.002 -0.006 -0.009 0.08
H -2.8920 7.0510 -0.9380 0.001 0.004 -0.006 0.09
C 0.4900 3.0391 -3.7387 -0.036 0.023 -0.006 -0.43
H -2.6094 5.6997 0.1804 -0.006 0.007 -0.003 0.06
Si 2.1326 -4.2067 1.0749 -0.023 -0.005 -0.004 0.58
C 5.5171 -0.2643 2.8774 0.022 -0.002 0.022 -0.72
C -1.0875 6.0197 2.8178 -0.025 0.016 0.016 -0.05
H 3.7111 -3.1972 2.7144 0.009 -0.001 -0.004 0.03
H 0.3344 4.9930 -4.6616 0.017 -0.009 -0.005 0.06
C 0.4384 -5.2457 2.8232 -0.029 -0.023 -0.028 -0.29
H 2.9242 -7.3612 1.8220 -0.002 0.002 -0.005 0.10
H 1.1672 -4.7505 -1.1597 0.008 -0.005 -0.013 0.02
C -2.8239 -4.6168 -3.7382 -0.112 0.025 0.013 -1.38
H -0.9938 3.5033 5.2030 -0.001 -0.001 0.003 0.09
O -3.2439 -0.5824 0.2660 -0.034 0.043 0.049 0.06
H -4.1230 -7.0178 -3.9404 0.003 0.015 -0.008 0.06
C -2.0044 5.3127 -1.8485 0.008 -0.043 -0.002 -0.45
O -2.4179 -5.8969 -3.5480 0.043 0.009 -0.022 -0.28
Si 0.1530 -3.5008 2.1385 0.024 0.038 0.082 0.55
Rb 0.5419 -0.3925 0.0364 0.160 -0.326 -0.087 0.75
H 1.0399 1.0818 -3.0144 -0.013 -0.011 0.021 0.07
O -0.8886 1.6470 -1.3598 -0.333 -0.065 -0.167 -0.32
C -2.9174 5.9652 -0.8303 0.004 -0.001 0.003 -0.04
N 3.2463 -0.7264 -1.3744 -0.124 0.064 0.052 -0.04
C 4.3771 -1.7623 -3.2608 -0.042 0.026 0.031 -0.20
C 0.0754 3.6903 0.1904 0.037 0.123 0.006 -0.20
C -1.4557 4.3345 4.6711 0.002 0.001 -0.003 -0.04
C 2.0506 -6.9939 2.3511 -0.003 0.006 -0.001 -0.09
H -2.2859 -3.7346 1.8547 -0.002 0.008 -0.004 0.03
H -4.7520 3.6122 1.3584 0.001 0.002 0.010 0.09
C 1.4116 -7.8165 3.2662 0.001 -0.004 0.003 -0.11
H -1.7202 5.1091 5.3938 -0.007 -0.005 0.003 0.08
H -1.7957 5.0273 -3.9742 -0.016 0.004 0.007 0.06
C 4.4349 -0.3819 0.7158 0.015 -0.028 -0.008 -0.30
C 1.0000 4.1283 -4.6580 -0.002 0.017 0.002 -0.05
H -4.2839 -0.4549 -3.9698 0.010 -0.006 -0.006 0.08
H -3.3069 0.6370 -2.2163 0.013 -0.007 -0.001 0.12
O 0.3758 3.6566 -2.4185 -0.008 0.010 -0.011 -0.18
H -3.9671 3.3156 -0.2123 -0.011 -0.021 0.035 0.06
H 2.5311 -3.6229 -1.2848 0.007 0.011 -0.004 0.01
H -3.9972 2.2244 3.3921 0.001 -0.006 -0.008 0.08
H -1.0729 -5.7453 4.2852 0.003 0.006 0.000 0.10
C -3.3359 -0.4527 -2.1415 -0.013 -0.002 -0.030 -0.19
C -3.0940 2.2355 1.4312 -0.014 -0.006 0.021 -0.43
H -1.4738 -3.9821 0.3024 -0.010 -0.007 0.003 0.01
H 1.1343 3.4053 0.1378 0.001 -0.004 -0.027 0.07
S -1.9283 -3.4926 -2.8621 0.063 -0.083 0.026 0.56
H -1.9686 5.6669 2.2822 0.020 0.018 0.022 0.06
H 1.7830 -8.8195 3.4459 -0.003 0.000 0.001 0.09
C -0.1955 -6.0832 3.7423 0.000 0.001 0.000 -0.10
O 0.0548 3.8533 2.8301 0.063 0.035 -0.045 -0.16
H 6.6282 -0.4020 1.0990 -0.002 -0.004 -0.007 0.07
H 4.1690 -0.0298 4.6107 0.009 -0.003 0.004 0.05
H -0.0149 4.7773 0.2592 0.031 -0.009 -0.008 0.07
H 4.5308 -4.3315 1.6226 -0.004 -0.002 0.001 0.03
P -0.5893 2.9543 1.6964 -0.087 0.104 0.087 0.47
H -3.0314 -6.8051 -5.3137 0.008 -0.002 -0.009 0.06
H 2.3184 -1.2671 -3.1149 -0.001 0.004 -0.005 0.10
P -0.6361 3.0902 -1.3399 0.386 -0.191 0.083 0.47
O -5.0999 -1.2691 -0.7558 0.017 0.033 -0.021 0.09
H -5.3000 -1.3603 -1.7266 -0.004 -0.007 0.011 0.09
H 2.6880 1.3912 0.3075 -0.080 -0.014 0.051 -0.01
C -3.8638 -0.7764 -0.7527 0.036 -0.064 -0.037 -0.52
C 4.2632 -0.1231 3.5407 -0.026 -0.014 -0.024 -0.20
C 5.6839 -1.0972 -1.3124 -0.049 0.002 -0.016 -0.11
C 4.4498 -0.7318 -0.6080 0.019 -0.003 0.004 -0.27
C -4.2752 2.8577 0.7266 -0.019 -0.005 -0.035 -0.03
H 1.0819 3.7438 -5.6752 0.003 0.001 -0.006 0.09
C 1.4169 1.8451 -3.6898 -0.006 0.022 0.031 -0.04
H 2.2259 0.3191 3.1081 0.004 0.009 -0.003 0.09
S -4.1281 -4.2868 -4.7639 0.033 -0.002 0.002 0.46
C -1.4738 -3.3792 1.2131 0.025 -0.001 -0.039 -0.20
O 2.3729 1.8006 -0.5391 0.107 0.210 -0.054 -0.20
H 2.6997 1.0955 -1.1464 -0.076 0.003 0.035 -0.02
H -2.3071 -0.8067 -2.2017 0.011 -0.010 0.003 0.07
C 3.7660 -3.5508 1.6821 0.014 0.015 -0.003 -0.17
H -2.3642 3.9785 4.1866 0.004 0.005 -0.002 0.07
C 5.6452 -0.3509 1.5434 -0.023 0.005 0.011 -0.12
C 1.5732 -5.7022 2.1209 0.010 -0.005 0.016 -0.28
H 2.4069 2.1464 -3.3474 0.014 -0.007 0.010 0.10
H -4.1115 0.6929 2.4851 -0.004 -0.002 0.010 0.08
C 3.2781 -1.2514 -2.5923 0.026 -0.016 -0.023 -0.26
H -3.9442 5.6238 -0.9719 0.004 0.002 0.005 0.08
H -3.4693 5.1088 -3.4037 -0.001 -0.001 0.004 0.09
H -2.5770 1.1591 3.2163 0.017 -0.011 0.016 0.08
C -2.4682 5.5236 -3.2753 0.008 0.018 -0.007 -0.03
C 0.2272 -2.1529 3.4497 0.012 0.009 -0.007 -0.20
O -0.3005 1.5286 1.8666 0.044 0.037 0.018 -0.33
H 4.0888 -2.7102 1.0620 0.006 0.008 -0.004 0.02
H -0.5661 -2.2830 4.1917 -0.008 -0.016 -0.005 0.03
H 0.1016 -1.1593 3.0099 -0.012 0.005 0.017 0.00
C 0.2922 -7.3622 3.9622 -0.003 -0.001 -0.002 -0.12
H -2.6015 1.5237 0.7717 0.008 0.015 -0.005 0.10
H -2.5403 -7.8541 -3.9446 0.007 0.006 -0.006 0.08
O -2.1398 3.3245 1.7240 0.018 -0.094 -0.056 -0.20
```
Forces are in eV/Å.

Its total charge is -2. The value obtained for the energy is -9594.28387 Ha. The value obtained for the energy above the lowest of the compared OMol25 structures with the same formula, charge and spin is 0.000 eV. The calculation puts the LUMO energy at 3.06 eV. The HOMO-LUMO gap is 2.5467 eV.

=====

No. 2
Density functional theory data (ωB97M-V/def2-TZVPD) for a 2-piece molecular cluster, C5H9BN2O overall at a distorted geometry.

Structure (XYZ):
```
18
Properties=species:S:1:pos:R:3:forces:R:3:lowdin_charge:R:1
H -1.0374 0.9146 1.7828 -0.536 -0.768 0.411 0.05
B 0.2928 0.3774 0.0463 -0.292 -2.774 0.668 0.07
H 2.7370 -0.5883 -1.4961 0.286 -0.975 -0.057 0.13
N 2.3603 0.8876 -2.9422 2.009 -1.789 -1.873 -0.03
H -0.1863 2.5221 -2.1010 1.525 -0.835 0.054 0.14
H -1.1073 -1.4561 1.9663 -0.628 -0.423 -1.864 0.09
H -0.4885 2.2151 0.9254 0.195 1.436 -0.493 0.05
H -1.1818 -3.0876 1.3134 1.156 0.994 -0.649 0.08
C -0.1687 1.2714 1.2738 -1.050 -1.947 -2.066 -0.01
H 3.0364 0.6601 -3.7060 -0.884 0.363 1.286 0.18
O 0.0389 -1.6872 0.2022 0.504 3.706 -0.505 -0.25
H -2.0471 -2.0328 0.3616 0.181 1.148 0.162 0.06
C 0.7200 1.8401 -2.1404 -2.737 0.608 1.685 -0.14
H 0.6002 1.3302 1.9755 1.481 0.333 1.113 0.06
C 2.0528 0.1155 -1.8879 0.649 0.913 0.418 -0.05
N 1.5115 1.8669 -3.1510 0.084 1.117 -1.238 0.03
C -1.0949 -2.0002 0.9282 -0.541 -1.214 2.566 -0.31
C 1.0200 0.7433 -1.2472 -1.404 0.106 0.381 -0.13
```
Forces are in eV/Å.

Its total charge is 0. The value obtained for the energy is -405.42065 Ha. The value obtained for the energy above the lowest of the compared OMol25 structures with the same formula, charge and spin is 2.863 eV. The calculation puts the LUMO energy at 0.19 eV. The HOMO-LUMO gap is 8.9047 eV.

=====

No. 3
Density functional theory data (ωB97M-V/def2-TZVPD) for an isolated ion of composition C3H9N2 and charge +1 at a distorted geometry.

Structure (XYZ):
```
14
Properties=species:S:1:pos:R:3:forces:R:3:lowdin_charge:R:1
C -0.5467 1.1917 -0.5629 -0.640 -1.126 0.072 -0.10
H -0.8205 1.3090 -1.6251 -0.323 0.398 0.294 0.17
H -0.9588 2.5130 1.0903 0.998 -1.297 0.928 0.16
C 0.1210 -1.2600 -0.1572 0.285 -0.492 -1.688 -0.19
H 1.6667 -2.8294 0.1002 -0.614 0.029 -0.024 0.09
N -1.2040 1.8751 0.3425 -1.978 0.528 -1.277 0.24
H 2.1685 -1.2781 0.5907 -0.167 0.235 0.292 0.08
N 0.3251 0.2152 -0.2665 2.037 1.458 1.071 -0.01
C 1.2886 -1.9205 0.5795 -0.410 -0.021 0.352 -0.06
H -2.1433 2.1508 0.0421 0.431 0.524 -0.498 0.15
H -0.8848 -1.4701 0.1860 0.063 0.044 0.622 0.12
H 1.2573 0.4435 -0.6082 -0.166 -0.493 -0.619 0.15
H 0.1263 -1.6258 -1.2050 -0.074 0.188 0.400 0.12
H 0.9416 -2.1549 1.5866 0.559 0.024 0.075 0.08
```
Forces are in eV/Å.

Its total charge is +1. The value obtained for the energy is -228.88969 Ha. The value obtained for the energy above the lowest of the compared OMol25 structures with the same formula, charge and spin is 2.643 eV. The calculation puts the LUMO energy at -6.02 eV. The HOMO-LUMO gap is 8.3419 eV.

=====

No. 4
Density functional theory data (ωB97M-V/def2-TZVPD) for C43H44Cl3N6O4PV as an isolated structure at a distorted geometry.

Structure (XYZ):
```
102
Properties=species:S:1:pos:R:3:forces:R:3:lowdin_charge:R:1
C 4.3803 -0.7442 -0.3588 -0.678 -1.553 -0.481 -0.09
H -6.2745 2.2475 -3.7722 -0.056 0.146 -0.047 0.11
C -0.3718 2.7833 2.2417 -0.555 0.378 -0.126 -0.14
C -5.5231 0.2891 -4.1541 -0.006 -0.475 -0.331 -0.03
H -0.6714 -3.5725 1.3129 -0.255 1.291 0.781 0.16
H 4.6851 -1.7146 -0.7951 -0.338 0.448 0.650 0.12
O -1.8578 1.6712 -0.6699 -0.414 0.062 1.049 0.02
H -1.5354 -2.2887 -0.1338 0.198 -0.016 -0.087 0.08
H 3.9316 -4.8787 -3.7686 -0.117 0.276 0.159 0.14
C 1.9959 -0.0867 3.3911 0.434 -0.166 1.015 -0.38
C 4.7761 1.6083 -0.2350 0.756 1.001 -0.458 -0.05
C 1.1871 3.4774 -2.0571 -0.717 -1.534 -0.153 -0.57
H -1.1785 2.1206 1.9131 0.631 -0.051 -0.019 0.06
H 6.0483 0.2291 -1.2727 -0.183 -0.025 0.063 0.12
C -5.4701 1.5567 -3.5803 0.596 0.023 0.435 -0.04
C 0.6303 1.6885 -3.6950 0.417 0.771 1.534 -0.51
N -2.9838 0.4793 2.2234 -0.321 1.099 -0.031 -0.10
C 0.2532 5.0246 2.8357 -0.150 0.041 0.422 -0.07
C 0.3698 -3.3734 -4.0356 -0.042 -1.111 -0.464 -0.12
C 0.9144 -2.2989 -1.9593 -0.329 -0.086 -0.224 -0.20
C -0.8725 -2.5330 1.7523 0.691 -1.721 -0.899 -0.18
Cl 0.9605 4.0568 -0.5145 0.198 0.505 1.061 0.93
H 2.5977 -1.4513 0.7119 0.585 0.657 -0.483 0.11
H -2.9214 -0.9107 5.2840 -0.113 -0.034 0.750 0.11
C 1.6220 4.3002 -3.0609 0.114 -0.195 0.168 -0.11
H -1.7260 4.4731 2.2245 -0.092 -0.077 0.143 0.11
C 0.9940 2.5599 -4.6826 -0.055 -0.023 -0.573 -0.10
Cl 1.9472 4.8554 -5.5815 0.752 1.553 -2.096 0.92
C 1.8773 3.2763 2.9523 0.553 -0.446 -0.816 -0.09
C -3.3711 0.4424 3.6541 0.570 -0.547 0.087 -0.15
H -4.3537 2.8946 -2.2506 -0.129 0.310 0.136 0.12
C 3.7551 -0.7901 4.8758 -0.178 -0.780 0.141 -0.06
H -4.4433 0.5875 3.7986 -0.008 0.279 -0.014 0.12
C 5.1412 0.3383 -0.6842 0.556 1.395 0.013 -0.08
C 1.5653 4.6105 3.1066 -1.287 -0.262 -0.099 -0.05
C -3.7742 -0.3527 1.3426 -1.015 -0.130 -0.518 -0.19
H 0.8140 2.2216 -5.7258 0.394 0.608 0.776 0.13
H 5.4242 2.4717 -0.5288 -0.706 -0.804 0.424 0.13
P 1.4082 0.6783 1.9105 -1.273 0.492 -0.948 1.06
H -3.7385 -1.6837 3.9370 -0.493 -0.259 -0.001 0.11
C 3.2145 -0.5830 0.3823 -0.233 0.232 0.584 -0.14
H -0.1587 -4.3301 -4.0148 -0.005 -0.024 0.236 0.15
C -3.4835 -0.2915 -3.0921 0.110 -0.636 0.003 -0.09
H 0.8309 -0.6078 6.5592 0.039 0.241 -0.200 0.12
H -4.5906 -1.6725 -4.3343 0.087 0.029 -0.062 0.13
C 3.6354 1.8142 0.5393 0.268 -0.680 -0.536 -0.08
C 3.1944 -4.0657 -3.7815 0.733 0.209 -0.027 -0.19
N -1.7856 -0.3590 -1.5394 0.839 0.841 1.479 0.00
H -3.4818 -2.4549 1.5732 0.334 -0.195 -0.073 0.11
C 0.7650 2.0875 -2.2602 -0.216 -0.853 -0.712 -0.32
H -3.5430 -1.9844 -0.1098 -0.126 0.292 0.297 0.12
O -1.9789 -2.2203 -2.8353 0.037 -0.977 -0.028 0.09
H 1.7715 -2.3628 -5.2478 0.053 -0.470 -0.136 0.13
H 3.3550 2.7920 0.8814 0.028 0.279 0.032 0.08
O 2.3958 -4.3205 -4.9012 -0.083 -0.315 -0.619 -0.10
H -0.7235 -3.1251 3.7320 0.102 -0.285 0.294 0.12
Cl -0.0272 0.1628 -4.1197 0.247 0.176 0.014 0.88
C 1.1302 -0.0592 4.4785 -0.443 -0.636 0.564 -0.09
H 0.1015 -2.0334 1.8308 0.002 -0.228 0.199 0.07
C -4.4135 1.9316 -2.7177 0.020 -1.197 -0.625 0.03
H 2.8340 -3.7260 -1.6668 0.130 -0.106 0.429 0.12
C 2.3304 -4.0961 -2.5422 -0.540 -0.175 -1.212 -0.07
H -4.0674 0.2399 0.4707 0.283 -0.022 -0.039 0.11
H 4.0633 -0.4294 2.8023 -0.327 -0.234 0.048 0.11
C 1.5408 3.8572 -4.3807 -1.179 -2.282 1.714 -0.70
C 0.9419 2.3613 2.4387 -0.209 0.146 -0.074 -0.37
H -6.3700 0.0186 -4.8048 0.467 0.234 0.428 0.13
C -2.9898 -0.9522 4.2171 0.355 0.838 -1.020 -0.18
H 2.9040 2.9408 3.0657 -0.077 0.048 0.337 0.12
H 1.9870 5.2828 -2.7773 -0.126 -0.053 -0.370 0.13
O 0.5305 1.2822 -1.2789 -0.175 -0.122 0.126 -0.15
C 2.8650 -0.8258 5.9410 -0.060 -0.130 -0.177 -0.06
C -0.7277 4.1230 2.4451 0.804 -0.287 -0.101 -0.08
N 0.6918 -1.4610 -1.1908 -0.278 0.139 1.033 0.15
H 1.9251 -5.0956 -2.4532 0.146 -0.354 0.501 0.14
H -0.3885 -2.6064 -4.1379 0.276 0.116 0.161 0.08
V -0.4201 -0.0895 -0.0240 0.661 1.466 -2.966 1.01
N -1.7266 -1.2785 3.6071 0.678 -0.549 0.544 -0.07
C -4.5181 -0.6745 -3.9245 -0.200 0.728 0.200 0.03
H 4.7578 -1.1417 5.0868 0.143 0.304 -0.362 0.11
C 1.3659 -3.3971 -5.1543 0.388 1.081 -0.395 -0.18
H -1.5624 -0.6140 2.8764 0.111 0.192 -0.225 0.04
H 3.1955 -1.1477 6.9160 0.106 0.020 0.096 0.11
H -2.7899 1.2542 4.1381 -0.429 -0.503 -0.057 0.13
H -3.1091 1.4499 1.9419 0.074 -0.284 -0.166 0.10
C -2.3325 0.8779 -1.4857 -0.448 -0.417 -1.004 -0.43
C -3.1533 -1.6885 0.8726 0.545 -0.083 0.298 -0.10
H 3.7434 -3.0993 -3.8616 -0.360 -0.345 -0.073 0.14
N -1.6258 -1.7583 0.7266 -0.853 0.730 -0.103 -0.13
C 3.3137 -0.4968 3.5900 0.822 0.614 0.259 -0.07
H 0.8969 -3.6725 -6.0976 0.070 -0.058 0.032 0.14
N 1.1604 -3.2328 -2.8165 -0.053 0.977 1.257 -0.03
C -2.3370 -1.1217 -2.5162 -1.329 0.847 -0.576 -0.48
H -4.7564 -0.6039 1.8054 0.518 -0.040 -0.157 0.14
H 2.2687 5.3356 3.4479 0.521 0.212 0.170 0.11
H -0.0380 6.0528 3.0142 0.159 0.053 -0.154 0.11
H 0.0931 0.2176 4.3259 0.099 0.055 0.109 0.08
C 1.5382 -0.5030 5.7401 -0.324 0.286 -0.359 -0.05
C -1.4735 -2.6229 3.1309 -0.205 0.593 0.195 -0.20
C 2.8486 0.7091 0.8389 0.377 -0.927 -0.148 -0.39
C -3.4363 0.9626 -2.4933 -0.348 0.658 0.405 -0.09
H -2.3936 -3.2113 3.1925 0.062 -0.211 -0.228 0.12
```
Forces are in eV/Å.

Its total charge is +2. The value obtained for the energy is -4959.82506 Ha. The value obtained for the energy above the lowest of the compared OMol25 structures with the same formula, charge and spin is 1.751 eV. The calculation puts the LUMO energy (spin up / spin down) at -8.58 / -8.43 eV. The HOMO-LUMO gap (spin up / spin down) is 4.4113 / 4.3848 eV. As for the expectation value of S²: 0.976. The spin multiplicity is 2.